The following is a DFT calculation (ωB97M-V with the def2-TZVPD basis set) of an isolated molecule of C4H8O2Se.

As for the SMILES: O[C@@H]1C[Se]C[C@H]1O.

```
! RIJCOSX wB97M-V def2-TZVPD def2/J DEFGRID3
* xyz 0 1
O 1.3166 1.2661 -0.5417
C 0.1954 0.4709 -0.8278
C -1.0986 1.0527 -0.2777
Se -1.0545 0.7013 1.6605
C 0.4048 -0.5907 1.3708
C 0.4089 -0.8732 -0.1243
O -0.6404 -1.7164 -0.5235
H 1.1625 2.1566 -0.8765
H 0.0961 0.3039 -1.9120
H -1.1738 2.1270 -0.4482
H -1.9620 0.5451 -0.7054
H 0.2148 -1.4880 1.9602
H 1.3439 -0.1331 1.6791
H 1.3845 -1.2896 -0.4208
H -0.5980 -2.5324 -0.0125
*
```

***

The following is a DFT calculation (ωB97M-V with the def2-TZVPD basis set) of a cluster of 3 separate species, C4H13NO2 in total.

As for the SMILES: C/C=C/CN.O.O.

```
! RIJCOSX wB97M-V def2-TZVPD def2/J DEFGRID3
* xyz 0 1
C 2.1341 -1.5775 -1.4758
C 1.1867 -0.7258 -0.6930
C 0.3838 0.2596 -1.1146
C 0.1857 1.4330 -0.1533
N 0.4771 2.6800 -0.8917
H 1.8274 -1.8917 -2.4785
H 3.0549 -1.0165 -1.6075
H 2.3893 -2.4853 -0.9248
H 1.1312 -0.9626 0.3669
H 0.1691 0.3264 -2.1720
H -0.7227 1.6057 0.4276
H 0.9896 1.2649 0.5603
H 1.0365 3.2877 -0.2996
H 1.1038 2.4806 -1.6694
O -1.3315 -0.9865 2.2585
H -1.6578 -1.4369 1.4747
H -0.3815 -1.1157 2.2968
O -4.3088 -0.2371 2.2086
H -3.3828 -0.1403 2.4940
H -4.2839 -0.7620 1.3929
*
```

***

The following is a DFT calculation (ωB97M-V with the def2-TZVPD basis set) of a cluster of 9 separate species, C15H38BO16 in total at a distorted geometry.

```
! RIJCOSX wB97M-V def2-TZVPD def2/J DEFGRID3
* xyz -1 1
O 2.6339 0.1189 2.9708
C 1.7951 0.4043 2.0895
O 0.4243 0.1507 2.0693
B -0.0320 0.5746 0.6975
O 1.1950 0.8370 -0.0888
C 2.2576 0.8720 0.6656
O 3.4108 1.2563 0.4691
O -1.0158 1.7073 0.6557
C -2.2496 1.2880 0.1711
O -3.3051 1.8473 0.1941
C -2.0169 -0.2249 -0.1964
O -0.7316 -0.5434 0.0123
O -2.9107 -1.0141 -0.5477
C 9.8645 3.3664 -3.8618
O 8.5447 2.8737 -3.5684
H 10.6078 2.9571 -3.1776
H 10.0589 3.1512 -4.9125
H 9.8159 4.4355 -3.6554
H 8.4953 2.3905 -2.7403
C 8.0501 -2.7777 3.7463
C 9.0109 -1.6414 4.2771
O 8.2155 -0.7352 5.0173
H 8.5838 -3.3604 2.9955
H 7.3048 -2.3000 3.1103
H 7.6969 -3.4728 4.5080
H 9.3015 -0.9891 3.4536
H 9.8603 -1.9372 4.8928
H 7.3612 -0.6823 4.5827
C -11.4827 0.4309 0.9201
C -9.9872 0.8441 0.8125
O -9.3039 -0.2530 0.1651
H -11.9663 1.2983 1.3694
H -11.6500 -0.4955 1.4695
H -12.0089 0.3620 -0.0320
H -9.5049 0.9507 1.7842
H -9.7180 1.7867 0.3359
H -8.4097 0.0900 0.2307
C -3.0502 -3.2702 4.8573
C -2.4394 -3.6738 6.2747
O -2.7223 -4.9978 6.5298
H -4.1321 -3.1453 4.8135
H -2.7009 -3.9335 4.0660
H -2.6832 -2.2644 4.6531
H -2.8895 -3.1769 7.1342
H -1.3549 -3.6003 6.1940
H -2.0388 -5.5470 6.1391
C 1.0051 -4.8584 -3.8175
C 1.2126 -5.9680 -4.9044
O 1.6724 -5.3734 -6.0953
H 0.1718 -5.1363 -3.1722
H 0.6272 -3.9076 -4.1932
H 1.9103 -4.5839 -3.2760
H 0.2693 -6.4588 -5.1439
H 1.9933 -6.6129 -4.5010
H 0.9552 -4.7860 -6.3445
C -0.7582 7.5213 -1.5869
C -1.3298 8.5478 -2.6320
O -0.3763 9.3076 -3.3659
H -0.0547 6.8156 -2.0286
H -1.4898 6.7624 -1.3096
H -0.4701 7.9073 -0.6091
H -1.9500 9.3071 -2.1556
H -1.9321 8.0485 -3.3909
H -0.7180 10.1605 -3.6443
O -9.1023 -4.2309 -2.5156
H -8.5395 -4.2760 -3.2886
H -8.9534 -3.3543 -2.1612
O 3.6723 1.8042 -4.1199
H 3.5788 1.0959 -3.4830
H 4.4222 2.3105 -3.8075
*
```

***

The following is a DFT calculation (ωB97M-V with the def2-TZVPD basis set) of a cluster of 3 separate species, C45H41F7N4O11S in total at a distorted geometry.

```
! RIJCOSX wB97M-V def2-TZVPD def2/J DEFGRID3
* xyz 0 1
C 3.1427 -0.4738 3.4191
C 2.1431 -0.9784 4.4660
C 1.0268 -1.8466 3.8891
C 1.4836 -3.2811 3.6336
N 2.2495 -3.4008 2.3811
C 1.7394 -4.3014 1.3785
C 0.3364 -3.7896 0.9798
C -0.1219 -4.0505 -0.4601
C -1.6158 -4.3152 -0.6260
F -1.8846 -5.5586 -1.0608
F -2.1099 -3.4663 -1.5806
F -2.3322 -4.0909 0.4864
C 1.7925 -5.7837 1.8831
S 0.6847 -7.0003 1.0872
O -0.6508 -6.5591 1.2768
O 1.0450 -8.2702 1.5989
F 1.0844 -6.9568 -0.4109
N 3.1560 -6.1698 1.6189
C 4.1375 -6.0488 2.6584
F 4.7116 -7.2211 2.9200
F 5.0927 -5.1770 2.2999
F 3.5691 -5.6211 3.7971
C 3.4226 -5.5325 0.3733
N 4.2051 -6.1006 -0.4530
C 4.4677 -5.5861 -1.7768
C 5.7622 -4.8169 -1.8291
O 6.2944 -4.3567 -0.8760
O 6.2412 -4.7109 -3.0585
C 4.9464 -7.4686 -0.1280
O 6.0910 -7.2863 0.2017
O 4.2153 -8.4314 -0.3418
N 2.6687 -4.3992 0.2374
C 3.2829 -3.1440 -0.2235
C 2.7743 -2.6335 -1.6015
C 3.8892 -2.1532 -2.5420
O 3.7054 -0.8028 -2.9494
H 3.8685 -1.2585 3.2045
H 2.6596 -0.2605 2.4715
H 3.7218 0.3756 3.7647
H 1.7171 -0.1094 4.9594
H 2.6972 -1.5420 5.2130
H 0.2260 -1.8578 4.6288
H 0.6401 -1.3826 2.9887
H 2.1659 -3.5355 4.4416
H 0.6671 -3.9954 3.6942
H 3.2365 -3.5275 2.5451
H -0.3725 -4.1737 1.7013
H 0.3527 -2.7160 1.1306
H 0.0673 -3.1497 -1.0306
H 0.4121 -4.8426 -0.9671
H 1.4756 -5.9507 2.9028
H 3.6437 -5.0219 -2.1981
H 4.5978 -6.4596 -2.4134
H 7.0641 -4.2047 -3.0092
H 3.1140 -2.3556 0.4997
H 4.3549 -3.2823 -0.3024
H 2.0377 -1.8513 -1.4435
H 2.2328 -3.4598 -2.0535
H 3.8090 -2.7144 -3.4668
H 4.8771 -2.2794 -2.1038
H 3.3542 -0.2980 -2.2136
C 2.5151 4.3568 1.6553
C 2.0018 5.3607 0.8411
C 0.9171 5.1042 0.0194
C 0.3462 3.8390 0.0009
C 0.8745 2.8250 0.8049
C 1.9539 3.0915 1.6371
C 0.3056 1.4505 0.7706
O 0.7625 0.5664 1.4688
C -0.8321 1.1845 -0.1505
C -1.3478 -0.0999 -0.2331
C -2.4083 -0.3721 -1.0780
C -2.9714 0.6457 -1.8411
C -2.4634 1.9330 -1.7626
C -1.3872 2.2047 -0.9259
C -0.8306 3.5849 -0.8792
O -1.3230 4.4760 -1.5368
H 3.3576 4.5627 2.3017
H 2.4492 6.3454 0.8493
H 0.5116 5.8818 -0.6130
H 2.3513 2.3057 2.2649
H -0.9116 -0.8889 0.3654
H -2.7937 -1.3772 -1.1372
H -3.8026 0.4329 -2.4995
H -2.8927 2.7301 -2.3537
C -7.6258 10.3905 -3.6919
C -8.6963 9.5025 -3.6738
C -8.5864 8.2950 -3.0068
C -7.4014 7.9645 -2.3625
C -6.3199 8.8473 -2.3980
C -6.4407 10.0639 -3.0564
C -5.0229 8.4972 -1.7510
O -4.0860 9.2666 -1.7767
C -4.9100 7.1720 -1.0783
C -3.6970 6.8005 -0.5154
C -3.5781 5.5795 0.1235
C -4.6724 4.7260 0.2104
C -5.8836 5.0884 -0.3537
C -6.0057 6.3075 -1.0065
C -7.3079 6.6668 -1.6346
O -8.2637 5.9238 -1.5607
H -7.7171 11.3372 -4.2073
H -9.6180 9.7556 -4.1804
H -9.4161 7.6028 -2.9843
H -5.6035 10.7474 -3.0707
H -2.8494 7.4673 -0.5849
H -2.6322 5.2907 0.5568
H -4.5775 3.7734 0.7157
H -6.7373 4.4279 -0.2939
*
```

***

The following is a DFT calculation (ωB97M-V with the def2-TZVPD basis set) of the ion CH5OS2 with charge -1 at a distorted geometry.

```
! RIJCOSX wB97M-V def2-TZVPD def2/J DEFGRID3
* xyz -1 1
O 2.0327 0.4583 -0.5468
H 2.6712 -0.2341 -0.3769
C -0.1307 0.5717 0.8844
S 0.4458 -0.1555 -0.6923
S -1.7816 -0.8150 -1.6113
H -1.0417 0.1205 1.2767
H -0.2312 1.6385 0.6909
H 0.6008 0.3555 1.6705
H -2.5653 -1.9399 -1.2951
*
```

***

The following is a DFT calculation (ωB97M-V with the def2-TZVPD basis set) of an isolated molecule of C14H22O5.

As for the SMILES: CCO[C@H]1OC(C(=O)O)=C[C@@H](C2CC2)[C@@H]1CCCO.

```
! RIJCOSX wB97M-V def2-TZVPD def2/J DEFGRID3
* xyz 0 1
C -0.6444 -3.6540 1.8116
C -1.3064 -2.2834 1.7111
O -0.3937 -1.2530 1.3512
C -0.1175 -1.1498 -0.0130
O -1.2797 -0.8489 -0.7531
C -1.7216 0.4381 -0.6097
C -3.1360 0.6523 -0.9881
O -3.6676 1.7344 -1.0387
O -3.7834 -0.4833 -1.2675
C -0.9687 1.4490 -0.1663
C 0.4653 1.2884 0.2197
C 0.6383 1.5326 1.7091
C 1.9660 1.9986 2.2252
C 0.7950 2.9337 2.2151
C 0.9843 -0.0973 -0.2080
C 1.4392 -0.0840 -1.6753
C 2.8344 0.5224 -1.8698
C 3.9589 -0.5181 -1.8138
O 4.0954 -1.1509 -0.5652
H -1.3600 -4.3721 2.2017
H -0.3070 -3.9990 0.8372
H 0.2107 -3.6050 2.4812
H -1.6898 -1.9807 2.6886
H -2.1362 -2.3082 0.9955
H 0.2038 -2.1234 -0.4212
H -4.7003 -0.2856 -1.5159
H -1.4220 2.4217 -0.0662
H 1.0445 2.0541 -0.3097
H 0.0837 0.8344 2.3200
H 2.7605 2.1695 1.5143
H 2.3126 1.6146 3.1720
H 0.3355 3.1965 3.1553
H 0.7947 3.7388 1.4956
H 1.8128 -0.3731 0.4487
H 0.7066 0.4813 -2.2549
H 1.4345 -1.1034 -2.0722
H 2.8911 1.0063 -2.8459
H 3.0219 1.2794 -1.1077
H 4.9183 -0.0261 -1.9927
H 3.8032 -1.2650 -2.6064
H 3.3024 -1.6701 -0.3938
*
```

***

The following is a DFT calculation (ωB97M-V with the def2-TZVPD basis set) of a cluster of 10 separate species, C25H62F15N7O9P2 in total at a distorted geometry.

```
! RIJCOSX wB97M-V def2-TZVPD def2/J DEFGRID3
* xyz 4 1
C -4.0911 -0.8446 -5.8899
C -3.4527 0.5137 -5.6580
O -2.8051 1.0924 -6.4736
N -3.4724 0.9726 -4.2321
H -3.9108 1.8809 -4.1783
H -4.0814 0.3778 -3.6886
C -1.9474 1.0117 -3.6650
H -4.9444 -0.9856 -5.2264
H -3.3569 -1.6263 -5.6952
H -4.5096 -0.8805 -6.8957
H -1.3540 0.1127 -3.8314
H -1.9788 1.2607 -2.6043
H -1.4081 1.8136 -4.1694
C -0.4704 2.8754 3.8276
C -0.0728 4.3631 3.9134
O 0.8066 4.7459 4.6906
N -0.7584 5.2551 2.9185
H -1.6863 4.8724 2.8058
H -0.8165 6.1886 3.2996
C 0.0046 5.3155 1.5624
H -0.0034 2.3244 4.6439
H -0.0503 2.4564 2.9133
H -1.5473 2.7794 3.9661
H 0.1149 4.3289 1.1123
H 0.9198 5.8734 1.7601
H -0.7044 5.8995 0.9755
C 1.3983 -6.5677 2.3015
C 0.5004 -6.3325 1.1210
O -0.7496 -6.4312 1.1961
N 1.1472 -6.1036 -0.2462
H 2.1449 -6.2611 -0.2508
H 0.9158 -6.9037 -0.8176
C 0.7776 -4.7514 -0.9454
H 2.2998 -7.1082 2.0129
H 0.8495 -7.2273 2.9737
H 1.6154 -5.6687 2.8783
H 0.0644 -5.1008 -1.6920
H 1.6229 -4.3494 -1.5040
H 0.2958 -4.0375 -0.2774
C 2.1536 3.1356 -1.7817
C 0.9191 3.8575 -2.3293
O -0.0905 4.0680 -1.6695
N 1.0109 4.4827 -3.7177
H 1.8059 5.1052 -3.6955
H 1.1977 3.7477 -4.3847
C -0.1736 5.3996 -4.1724
H 1.7692 2.6109 -0.9071
H 2.9460 3.7830 -1.4061
H 2.5422 2.3854 -2.4705
H 0.1032 6.0406 -5.0095
H -0.3250 6.1706 -3.4169
H -1.0748 4.8373 -4.4169
C 4.0904 -0.2855 -6.4383
C 3.3727 -1.1591 -5.3558
O 3.8167 -2.1286 -4.7709
N 1.9831 -0.6817 -4.8892
H 1.7377 0.2578 -5.1669
H 1.2723 -1.2387 -5.3417
C 1.8697 -0.7432 -3.3809
H 5.0800 -0.7240 -6.5670
H 4.1817 0.7068 -5.9968
H 3.5503 -0.2175 -7.3827
H 2.5040 0.0227 -2.9344
H 2.1498 -1.7286 -3.0087
H 0.8403 -0.5445 -3.0828
C -3.5161 -4.0848 5.9109
C -3.1629 -3.8042 4.4691
O -4.0224 -3.6671 3.5826
N -1.7029 -3.8264 4.1398
H -1.1465 -3.3103 4.8062
H -1.4931 -4.7794 4.4002
C -1.3511 -3.2708 2.7597
H -4.5591 -4.3997 5.9431
H -3.3166 -3.1904 6.5012
H -2.9189 -4.9298 6.2537
H -0.2646 -3.3520 2.7287
H -1.8174 -2.2863 2.7223
H -1.7679 -3.9934 2.0581
C 3.0040 1.0058 2.9296
C 2.4200 0.3417 4.2150
O 1.9808 1.0336 5.1579
N 2.4811 -1.1350 4.5261
H 1.5838 -1.5937 4.5940
H 3.0156 -1.6188 3.8188
C 3.2627 -1.4417 5.8244
H 3.2932 0.3342 2.1212
H 3.9273 1.4917 3.2451
H 2.2623 1.6596 2.4709
H 4.2384 -0.9641 5.7358
H 3.3404 -2.5223 5.9445
H 2.7544 -1.0179 6.6905
C -3.4513 4.1020 -2.2937
O -3.8609 3.0411 -1.4378
O -4.1857 3.7872 -3.5054
C -3.6209 5.5026 -1.6296
F -4.7939 5.4951 -0.9879
F -2.6511 5.9933 -0.8367
F -3.6482 6.3942 -2.6144
C -3.0394 2.7293 -0.2230
C -3.6958 1.5814 0.5136
H -3.4576 0.5519 0.2460
H -3.2713 1.5673 1.5175
H -4.7806 1.6868 0.5039
H -2.9666 3.5312 0.5117
H -2.0314 2.4186 -0.4979
H -2.3785 4.0109 -2.4637
P 0.3119 -0.6579 0.2842
F -0.8066 -1.8807 0.4864
F 0.9209 -1.2344 1.6829
F 1.3040 -1.5870 -0.5896
F 1.3520 0.6036 0.1942
F -0.4306 -0.2338 -1.0915
F -0.5499 0.3795 1.1783
P 3.8158 -3.8665 2.6083
F 3.6994 -2.2603 1.9925
F 4.4433 -3.2552 3.9994
F 2.3137 -3.6001 3.1392
F 3.9752 -5.3574 3.2155
F 3.0598 -4.4326 1.3251
F 5.3610 -3.9821 1.9861
*
```

***

The following is a DFT calculation (ωB97M-V with the def2-TZVPD basis set) of a cluster of 2 separate species, C2H7NS in total.

As for the SMILES: C=NC.S.

```
! RIJCOSX wB97M-V def2-TZVPD def2/J DEFGRID3
* xyz 0 1
C 1.5151 0.7473 0.1436
N 0.4079 0.1582 0.2155
C 0.3054 -1.2388 0.6466
H 2.4608 0.4166 0.5832
H 1.5029 1.7571 -0.2669
H 1.1535 -1.8104 0.2639
H -0.6210 -1.6047 0.2126
H 0.2846 -1.2940 1.7350
S -2.5540 1.4923 -0.8633
H -1.4051 0.7907 -0.9293
H -3.0502 0.5857 -1.7410
*
```

***

Number 1: LUMO 0.0275 Eh, orbital gap 8.9 eV, energy -2709.10842 Eh. Number 2: LUMO 0.0182 Eh, orbital gap 9.7 eV, energy -365.37520 Eh. Number 3: LUMO 0.0816 Eh, orbital gap 9.6 eV, energy -1823.18353 Eh. Number 4: LUMO -0.0579 Eh, orbital gap 7.9 eV, energy -3883.37915 Eh. Number 5: LUMO 0.1354 Eh, orbital gap 6.4 eV, energy -912.70479 Eh. Number 6: LUMO 0.0247 Eh, orbital gap 9.8 eV, energy -922.82830 Eh. Number 7: LUMO -0.3624 Eh, orbital gap 4.7 eV, energy -4229.75396 Eh. Number 8: LUMO 0.0372 Eh, orbital gap 10.2 eV, energy -533.29244 Eh.